1.
The following is a quantum chemistry calculation of C30H46IrNO6PS2 as an isolated structure in a non-equilibrium geometry, from the Open Molecules 2025 dataset.

```
87
Properties=species:S:1:pos:R:3:forces:R:3:mulliken_charge:R:1
Ir 0.086996 -0.767064 -0.441889 0.6186 0.9755 0.9757 2.12
C -2.113278 -3.127137 1.844880 0.0292 0.0444 -0.0682 -2.82
C -2.206260 -2.633881 0.422161 0.0193 0.0307 -0.0253 1.29
C -1.721797 -3.414104 -0.637906 -0.0497 0.0031 -0.1113 0.74
C -1.273173 -4.830925 -0.389512 0.0156 0.0924 0.0191 -2.29
C -1.696321 -2.889643 -1.933879 -0.0967 -0.0423 -0.0034 2.21
C -1.104277 -3.697654 -3.059723 -0.0172 0.0479 0.0812 -2.91
C -2.204904 -1.603738 -2.185949 -0.0567 -0.0668 0.0174 0.95
C -2.302829 -1.108661 -3.607486 0.0267 0.0261 0.0790 -2.20
C -2.742161 -0.839664 -1.131191 -0.1024 -0.1480 -0.0548 1.37
C -3.316140 0.531247 -1.389847 0.0713 -0.0844 0.0720 -2.46
C -2.815921 -1.393313 0.158230 0.0524 -0.0117 -0.1151 0.91
C -3.655504 -0.724036 1.217091 0.1549 0.0163 -0.0217 -2.02
H -2.998347 -3.697992 2.138444 0.0121 -0.0154 0.0242 0.46
H -2.005984 -2.287081 2.529247 -0.0246 -0.0197 0.0282 0.41
H -1.239550 -3.762299 1.974433 -0.0171 -0.0148 0.0284 0.57
H -0.191489 -4.880012 -0.252437 0.0039 -0.0653 0.0097 0.26
H -1.533914 -5.469015 -1.231710 0.0185 -0.0118 -0.0043 0.44
H -1.747837 -5.247156 0.495723 0.0042 -0.0151 -0.0040 0.50
H -1.854906 -4.345318 -3.522382 0.0220 -0.0028 -0.0344 0.38
H -0.292763 -4.321074 -2.693620 0.0056 -0.0207 -0.0267 0.56
H -0.696293 -3.048451 -3.831296 0.0145 -0.0295 -0.0239 0.51
H -1.370725 -0.636983 -3.930427 -0.0188 0.0037 -0.0311 0.21
H -3.105437 -0.383798 -3.716146 0.0162 0.0157 -0.0239 0.49
H -2.518650 -1.936148 -4.280853 0.0223 0.0204 -0.0294 0.55
H -4.370219 0.470827 -1.676143 0.0032 0.0239 -0.0330 0.39
H -2.770582 1.036285 -2.184794 -0.0211 0.0366 0.0156 0.41
H -3.240758 1.147210 -0.496301 -0.0223 0.0359 -0.0078 0.30
H -3.106495 0.065643 1.730080 -0.0240 0.0559 0.0634 0.13
H -3.991070 -1.443410 1.960369 0.0061 0.0024 0.0038 0.56
H -4.540191 -0.275711 0.767002 0.0055 0.0175 -0.0105 0.46
O 1.111268 -2.863035 -0.948532 -0.1207 -0.0141 -0.0782 -0.87
C 2.228618 -3.274072 -0.638278 0.0677 -0.1967 -0.1409 -0.33
C 3.101798 -2.740327 0.353283 -0.1839 0.5800 0.2808 0.59
C 4.376390 -3.295761 0.494277 0.2529 -0.1569 -0.0171 -0.40
C 5.250634 -2.802314 1.426634 -0.5736 0.1795 -0.0297 -0.50
C 4.874817 -1.728622 2.259180 0.1447 -0.1585 -0.0942 -0.52
C 3.629868 -1.185346 2.156792 -0.2090 0.0526 0.0180 -0.80
C 2.683179 -1.661877 1.202246 0.4579 -0.3790 -0.0629 0.20
O 1.510549 -1.146699 1.180859 -0.6331 0.2561 -0.3717 -0.56
N 6.560734 -3.396612 1.563684 0.6184 -0.0896 -0.1595 1.02
O 7.319076 -2.926916 2.394301 -0.1777 -0.0268 0.0099 -0.63
O 6.855400 -4.321925 0.823737 -0.1436 0.0445 0.0941 -0.63
H 2.611866 -4.160496 -1.172756 -0.0168 0.0058 -0.0302 0.31
H 4.686010 -4.117740 -0.139247 -0.0138 -0.0036 0.0119 0.54
H 5.597845 -1.349239 2.966488 -0.0324 0.0038 0.0553 0.53
H 3.313331 -0.362745 2.781838 0.0318 -0.0123 0.0005 0.54
C 0.138859 2.228190 -2.698789 0.0167 -0.1416 0.0608 -0.89
C 1.276265 1.191162 -2.801338 -0.0200 0.3800 0.2015 2.82
C 1.793757 1.156966 -4.241801 -0.0838 -0.0184 0.0410 -2.11
C 2.412387 1.627399 -1.855617 -0.1199 -0.1035 -0.0560 -1.20
C 0.776595 -0.155577 -2.392046 0.0167 -0.4754 -0.0847 -2.12
H 0.522615 3.227863 -2.915993 -0.0048 0.0146 -0.0032 0.53
H -0.278612 2.228762 -1.688951 0.0353 0.0217 -0.0697 -0.35
H -0.661160 2.005623 -3.410258 0.0002 -0.0246 0.0085 0.37
H 2.126472 2.152395 -4.542887 0.0428 -0.0005 -0.0150 0.45
H 1.006441 0.842879 -4.931843 0.0214 -0.0178 -0.0091 0.41
H 2.636942 0.469970 -4.333903 -0.0132 -0.0080 -0.0282 0.46
H 2.660970 2.680938 -2.000780 0.0303 -0.0002 -0.0262 0.41
H 3.308982 1.026733 -2.020908 -0.0077 -0.0167 0.0067 0.36
H 2.108915 1.500698 -0.817451 0.0642 0.0754 0.1217 -0.23
H 0.915388 -0.968656 -3.106723 -0.1315 -0.0785 0.1029 0.47
C -1.823385 4.110699 0.013815 0.1393 -0.0505 0.0034 -0.51
C -0.392316 4.622854 0.040069 -0.1714 0.0794 0.0071 0.57
C -0.224435 5.868855 0.893199 0.1376 -0.1257 -0.0287 -1.49
O 0.575618 3.617317 0.436421 -0.2113 0.0021 -0.0132 -0.43
P 0.552695 2.540353 1.603397 1.4517 0.3223 0.3727 0.36
S 2.418589 2.095789 2.024326 -0.9931 0.0492 -0.1929 -0.50
S -0.729473 1.020262 1.087784 -0.1369 -0.7477 -0.4357 -0.05
O -0.216358 3.350612 2.751125 -0.1760 -0.1910 -0.1583 -0.17
C -0.744077 2.911257 4.031052 -0.1835 -0.1046 0.1551 0.39
C 0.007415 1.746188 4.653360 0.0738 0.1450 -0.2209 -1.32
C -2.229732 2.613301 3.889997 0.1116 0.1062 -0.0921 -0.91
H -2.457476 4.842874 -0.488211 0.0144 0.0406 0.0317 0.52
H -2.201597 3.953256 1.024707 -0.0135 -0.0320 -0.0173 0.00
H -1.878671 3.171850 -0.535512 -0.0780 0.0223 0.0134 -0.18
H -0.087525 4.850469 -0.983195 0.0199 -0.0298 0.0068 0.33
H -0.556802 5.684447 1.912292 -0.0193 -0.0022 0.0380 0.19
H -0.805004 6.692118 0.474392 -0.0073 -0.0233 -0.0341 0.48
H 0.827246 6.154526 0.917284 -0.0261 0.0517 0.0113 0.36
H -0.622209 3.796520 4.658536 0.0503 -0.0235 -0.0117 0.34
H -0.088138 0.855507 4.029880 0.0382 -0.0344 0.0388 0.19
H -0.413517 1.533754 5.637208 -0.0291 0.0356 -0.0241 0.50
H 1.062407 1.984659 4.760804 0.0577 -0.0566 0.0093 0.35
H -2.377348 1.747630 3.245147 -0.0331 -0.0098 0.0055 -0.10
H -2.755659 3.468137 3.462016 -0.0074 -0.0265 0.0038 0.23
H -2.655668 2.398203 4.870721 0.0046 0.0117 0.0063 0.53
```
Forces are in eV/Å.

Computed properties:
LUMO (alpha / beta)   -0.24 / -2.19 eV
Multiplicity   6
HOMO-LUMO gap (alpha / beta)   7.3 / 5.9 eV
Energy above the lowest of the compared OMol25 structures with the same formula, charge and spin   56.7 kJ/mol

***

2.
The following is a quantum chemistry calculation of C24H26N8O2PS4Sr as an isolated structure, from the Open Molecules 2025 dataset.

```
66
Properties=species:S:1:pos:R:3:forces:R:3:mulliken_charge:R:1
Sr 0.181032 0.659239 0.589371 -0.1183 0.1241 -0.5548 1.08
C 1.325400 -3.789751 1.744399 -0.0360 -0.0361 -0.0926 -1.64
C 0.535589 -2.543949 1.476919 -0.0047 0.0343 0.1211 0.36
N 0.787308 -1.781732 0.401514 0.1205 0.0699 0.0575 0.12
N 1.651497 -2.275546 -0.546641 -0.0551 0.0556 -0.0855 -0.29
C 1.617509 -1.805232 -1.792757 -0.0019 -0.0590 0.0323 0.09
N 2.581483 -2.302129 -2.634833 -0.0004 0.0165 0.0038 -0.49
S 0.467517 -0.706462 -2.351884 0.0571 -0.0223 -0.0210 -0.27
C -0.504183 -2.084650 2.336407 0.2429 -0.3709 0.1160 0.61
C -0.738012 -2.657374 3.618998 -0.1957 0.0989 0.0111 -0.83
C -1.781544 -2.214356 4.385220 0.0522 0.0076 -0.0691 -0.40
C -2.617122 -1.193861 3.897141 -0.0198 -0.1203 0.0402 -0.73
C -2.307987 -0.657933 2.668638 0.1705 0.1508 -0.0491 -0.28
N -1.281238 -1.044390 1.900939 -0.1670 0.0990 0.1911 -0.28
H 1.274824 -4.463751 0.881727 0.0219 -0.0196 0.0198 0.39
H 0.946463 -4.347471 2.593604 -0.0102 0.0065 0.0037 0.34
H 2.384371 -3.576642 1.938533 -0.0023 0.0076 -0.0006 0.35
H 2.328704 -2.985537 -0.300790 -0.0166 -0.0233 0.0012 0.34
H 3.464466 -2.588672 -2.242507 -0.0035 -0.0101 -0.0029 0.22
H 2.634856 -1.832151 -3.522395 0.0007 -0.0007 0.0002 0.26
H -0.085116 -3.423968 4.008695 0.0098 -0.0074 -0.0273 0.17
H -1.950599 -2.645088 5.364414 -0.0159 0.0087 0.0019 0.42
H -3.458661 -0.820499 4.462222 0.0037 -0.0039 0.0029 0.44
H -2.899545 0.164078 2.277183 0.0178 0.0164 -0.0017 0.38
C -1.558639 2.485480 6.725822 -0.0098 0.0042 -0.0144 -1.24
C -0.407882 2.558674 5.750647 0.0172 -0.0143 0.0702 -0.18
O -0.956166 2.810633 4.447904 -0.0085 -0.0275 -0.0705 -0.26
P 0.016382 2.930472 3.175553 -0.0583 -0.1228 0.0739 1.05
S -1.191962 3.091549 1.612980 -0.1868 0.1657 0.0201 -0.55
S 1.357548 1.476329 3.151599 0.1655 0.0454 0.1727 -0.62
O 0.819291 4.290811 3.449541 0.0484 -0.0071 -0.0450 -0.40
C 0.111356 5.545747 3.459673 -0.0037 0.0159 0.0006 -0.37
C 0.555750 6.384400 2.283801 0.0007 -0.0028 -0.0013 -1.05
H -1.183668 2.292364 7.731774 0.0050 -0.0015 -0.0012 0.39
H -2.238422 1.680452 6.446924 0.0016 -0.0008 -0.0006 0.26
H -2.116932 3.421740 6.736589 -0.0003 -0.0015 0.0027 0.31
H 0.151178 1.621585 5.722299 -0.0047 0.0016 -0.0135 0.31
H 0.286287 3.362162 6.012663 -0.0043 0.0044 -0.0149 0.28
H 0.354501 6.026734 4.408291 0.0021 -0.0028 -0.0005 0.33
H -0.965270 5.368694 3.430561 -0.0005 -0.0024 -0.0029 0.38
H 1.635000 6.535604 2.310968 -0.0003 0.0005 -0.0001 0.30
H 0.065857 7.359324 2.311138 -0.0023 -0.0006 0.0001 0.38
H 0.293782 5.885223 1.351212 -0.0011 -0.0007 -0.0003 0.17
S 4.912652 2.733509 -5.753904 -0.0001 -0.0070 -0.0064 0.13
N 3.432481 3.251533 -5.370956 0.0134 0.0278 0.0098 -0.69
C 3.161844 2.779444 -4.166277 -0.0100 -0.0321 -0.0354 0.83
C 1.932001 2.994869 -3.429711 -0.0153 0.0034 0.0057 0.67
C 0.883612 3.770421 -3.924298 0.0206 -0.0011 -0.0093 -0.59
C -0.244678 3.922714 -3.155609 -0.0213 0.0143 0.0072 -0.90
C -0.297684 3.280592 -1.919154 -0.0262 -0.0079 0.0106 -0.34
N 0.680078 2.526305 -1.446797 -0.0644 -0.0012 0.1067 0.65
C 1.792967 2.390100 -2.177095 0.0962 -0.0022 -0.0293 -0.79
C 2.892528 1.586236 -1.603073 0.0379 -0.0508 0.0663 -0.73
N 2.705431 1.056621 -0.384406 -0.0383 -0.0261 -0.0332 0.18
C 3.683030 0.359293 0.168504 -0.0096 0.0186 -0.0075 -0.30
C 4.908482 0.130915 -0.456385 0.0168 0.0052 -0.0145 -1.00
C 5.108988 0.655522 -1.712396 0.0041 -0.0104 0.0047 -0.57
C 4.088942 1.400707 -2.304634 -0.0312 -0.0063 0.0458 0.81
C 4.212596 1.996857 -3.620578 0.0277 0.0270 0.0125 0.82
N 5.261937 1.895019 -4.418261 -0.0035 -0.0144 -0.0019 -0.68
H 0.980882 4.237846 -4.895257 0.0037 -0.0036 -0.0009 0.52
H -1.079144 4.522613 -3.489728 -0.0028 -0.0035 0.0019 0.43
H -1.166696 3.387266 -1.279621 -0.0011 -0.0018 -0.0021 0.33
H 3.484753 -0.032742 1.160988 -0.0010 -0.0053 -0.0025 0.37
H 5.677587 -0.438331 0.046839 -0.0035 -0.0003 0.0037 0.46
H 6.038841 0.512332 -2.247579 -0.0016 0.0027 -0.0052 0.53
```
Forces are in eV/Å.

Computed properties:
LUMO (alpha / beta)   -0.79 / -0.79 eV
Multiplicity   2
HOMO-LUMO gap (alpha / beta)   4.2 / 7.0 eV